[1]
The following is a DFT calculation (ωB97M-V/def2-TZVPD) of one molecule with the formula C4H7NS.

Structure (XYZ):
```
13
Properties=species:S:1:pos:R:3:forces:R:3:lowdin_charge:R:1
C 1.006244 1.162638 0.031791 2.8597 -0.1109 -2.5069 -0.263
C 1.071749 -1.162520 0.147472 -0.7705 0.8163 -1.5885 -0.209
C -0.270400 -0.697211 0.728978 -0.0889 0.8444 1.3093 -0.553
C -0.199196 0.799623 0.722063 -2.6621 -1.2671 -0.8166 -0.447
H 1.041063 2.055474 -0.619362 -0.3354 -0.3271 0.4827 0.124
H 1.788091 1.278181 0.805763 -0.1259 0.1711 -0.2273 0.126
H 0.855203 -0.135547 -1.651131 0.6518 0.3502 1.3173 0.090
H 1.048522 -2.124784 -0.370408 -0.0994 0.1968 0.0124 0.111
H 1.795722 -1.222667 0.946315 0.2835 0.0555 0.3127 0.105
H -0.615631 -1.089757 1.695324 -0.0542 -0.3498 -0.6845 0.106
H -0.575766 1.483763 1.469555 -0.2775 -0.4201 0.2166 0.108
N 1.459893 -0.036545 -0.795207 -0.9302 -0.3454 0.8842 -0.069
S -1.575428 -0.037752 -0.405715 1.5490 0.3861 1.2888 0.772
```
Positions in Å, forces in eV/Å.

## Properties
Calculated total energy: -16585.6982 eV
Energy above the lowest of the compared OMol25 structures with the same formula, charge and spin: 28.4 kcal/mol
SMILES: C1NC[C@H]2S[C@@H]12
LUMO level: 0.95 eV
Frontier orbital gap: 9.9212 eV

[2]
The following is a DFT calculation (ωB97M-V/def2-TZVPD) of one molecule with the formula C4H7NS.

Structure (XYZ):
```
13
Properties=species:S:1:pos:R:3:forces:R:3:lowdin_charge:R:1
C 1.511938 -0.603606 -0.482142 -2.4439 -0.3818 0.8274 -0.107
C 0.244546 -0.539148 0.485964 3.0805 -1.7276 3.2964 -0.703
C -0.274295 0.846744 0.387621 -1.1692 3.2595 1.4978 -0.266
C -1.718399 0.736245 -0.085647 0.4398 -3.1669 -3.2620 -0.259
H 1.914605 -1.613090 -0.478571 -0.2430 -0.1506 -0.7015 0.058
H 0.842517 -0.286744 -1.333778 2.1946 -0.5177 -0.3474 0.088
H 2.353758 0.039327 -0.170570 -0.8432 0.2658 -0.3124 0.080
H 0.496435 -0.885328 1.600221 -0.0873 1.2094 -2.2349 0.121
H 0.390743 1.525692 -0.387170 -1.8121 -1.4734 2.1399 0.161
H -0.431127 1.417300 1.450492 1.0784 -1.1518 -2.4060 0.158
H -2.030491 1.555786 -0.735663 -1.0170 0.1361 0.8186 0.101
N -2.216683 -0.469562 -0.384208 1.7576 2.4394 1.4555 -0.271
S -1.083544 -1.723612 0.133447 -0.9352 1.2596 -0.7714 0.839
```
Positions in Å, forces in eV/Å.

## Properties
Calculated total energy: -16584.4034 eV
Energy above the lowest of the compared OMol25 structures with the same formula, charge and spin: 58.3 kcal/mol
SMILES: C[C@H]1CC=NS1
LUMO level: 0.85 eV
Frontier orbital gap: 9.2779 eV

[3]
The following is a DFT calculation (ωB97M-V/def2-TZVPD) of C4H7NS as an isolated structure.

Structure (XYZ):
```
13
Properties=species:S:1:pos:R:3:forces:R:3:lowdin_charge:R:1
C 1.854946 -0.028354 0.344588 0.2520 -0.7457 -3.0771 -0.558
C 0.443467 0.010611 -0.485354 4.1189 -1.7026 1.0975 -0.436
C -0.694535 -0.900263 -0.019121 -0.5471 -4.1364 0.8052 -0.311
C -0.486282 1.047344 0.021597 -2.6612 3.1439 0.0555 -0.216
H 1.762064 -0.308314 1.398308 0.0644 0.3936 -0.0865 0.042
H 0.581865 -0.312666 -1.618129 -0.1551 1.6974 2.3485 0.172
H -0.499696 -2.191926 -0.330382 -1.2467 3.9705 0.6327 0.177
H -0.974487 -0.780925 1.177345 1.0709 -1.1114 -2.9732 0.129
H -2.721046 0.201552 -0.376979 4.4556 -0.4993 -1.1639 0.182
H -0.549685 2.268367 -0.190857 0.4412 -3.4080 0.2047 0.153
H -0.509511 0.815405 1.258947 -0.1742 1.4156 -3.2612 0.139
N -1.562026 0.106810 -0.772102 -2.9780 0.9921 3.9520 -0.074
S 3.354928 0.072361 -0.407856 -2.6407 -0.0096 1.4657 0.601
```
Positions in Å, forces in eV/Å.

## Properties
Calculated total energy: -16580.7085 eV
Energy above the lowest of the compared OMol25 structures with the same formula, charge and spin: 143.5 kcal/mol
LUMO level: -0.51 eV
Frontier orbital gap: 8.2843 eV

[4]
The following is a DFT calculation (ωB97M-V/def2-TZVPD) of C4H7NS as an isolated structure.

Structure (XYZ):
```
13
Properties=species:S:1:pos:R:3:forces:R:3:lowdin_charge:R:1
C 1.237219 -2.496275 -0.087132 0.5825 -2.2068 -0.4314 0.017
C 0.142396 1.085223 0.786877 -1.7924 -1.9101 -3.5460 -0.504
C 0.765059 -0.132020 0.267999 1.0111 0.3948 -0.0550 -0.584
C -1.286773 1.328299 0.271676 3.0163 4.9016 0.6370 -0.091
N 1.004427 -1.369955 0.290083 0.0687 2.3959 0.6120 -0.080
S 1.482090 1.349303 -0.467154 -0.3345 -0.7911 0.4816 0.849
H 2.062151 -3.123347 0.349339 -0.7695 0.8512 -0.0429 0.053
H -0.411966 -0.830498 -1.939303 -0.0228 -2.2878 0.7022 0.059
H 0.300787 1.403909 1.738730 0.7937 0.8463 2.6232 0.067
H -0.381048 -1.618984 -1.670531 -0.1261 2.2189 -0.9665 0.043
H -1.456853 2.477601 0.287032 0.0945 -1.8102 0.0444 0.118
H -1.975520 0.900790 0.854559 -2.6030 -1.6506 2.6537 0.028
H -1.481973 1.025956 -0.682176 0.0815 -0.9522 -2.7123 0.024
```
Positions in Å, forces in eV/Å.

## Properties
Calculated total energy: -16581.5183 eV
Energy above the lowest of the compared OMol25 structures with the same formula, charge and spin: 124.8 kcal/mol
LUMO level: 0.38 eV
Frontier orbital gap: 8.1119 eV

[5]
The following is a DFT calculation (ωB97M-V/def2-TZVPD) of a 2-piece molecular cluster, C4H7NS overall.

Structure (XYZ):
```
13
Properties=species:S:1:pos:R:3:forces:R:3:lowdin_charge:R:1
C -1.537364 -0.722142 -0.570802 0.6118 0.1123 -1.5689 -0.225
C 0.876098 1.652344 1.161075 -9.6054 5.1657 4.4410 -0.177
C 1.778816 1.149134 0.343238 9.3555 -5.3325 -3.9483 -0.732
C -1.429356 -2.197758 -0.209370 0.2411 4.5935 2.4927 -0.026
N -1.481119 0.312523 -1.097184 -0.3440 -1.2981 1.1525 0.120
S 1.910974 1.181663 -1.370922 -0.5661 0.5440 1.3555 0.777
H -2.422317 -2.527043 -0.204139 -1.3230 -0.9437 1.0049 0.058
H 0.802305 1.686014 2.273825 0.7756 -0.2448 -1.2390 0.054
H -0.132589 2.077314 0.692100 2.2220 -0.9982 1.0112 0.077
H 2.771891 0.721077 0.835858 -2.0949 0.9047 -1.3281 0.086
H -0.780167 -2.152361 0.705258 -1.0960 -0.9065 -0.5772 0.107
H -0.967867 -2.641712 -0.986016 1.8930 -1.5319 -2.5361 0.032
H 0.610693 1.460948 -1.572923 -0.0697 -0.0646 -0.2602 -0.152
```
Positions in Å, forces in eV/Å.

## Properties
Multiplicity: 3
Calculated total energy: -16580.6632 eV
Energy above the lowest of the compared OMol25 structures with the same formula, charge and spin: 50.5 kcal/mol
LUMO level (spin up / spin down): 0.72 / -1.80 eV
⟨S²⟩: 2.008
Frontier orbital gap (spin up / spin down): 5.3739 / 8.7070 eV

[6]
The following is a DFT calculation (ωB97M-V/def2-TZVPD) of a 2-piece molecular cluster, C4H7NS2 overall.

Structure (XYZ):
```
14
Properties=species:S:1:pos:R:3:forces:R:3:lowdin_charge:R:1
C 0.657660 -0.234921 -0.803908 -3.4368 2.3422 2.2462 -0.785
C -2.106268 -0.301587 0.414599 -0.1977 3.0334 -0.6221 -0.123
C -1.140837 0.287733 1.378846 3.8150 -3.6280 0.0480 -0.230
C -1.031844 0.768457 0.014398 2.6616 -3.1448 -1.7670 -0.151
N 0.602885 -1.446640 -0.761995 0.5621 -2.8980 -0.7124 0.061
S 3.513350 0.092370 -1.611845 -0.4789 0.3609 0.0619 0.343
S 1.733569 1.026057 -0.929557 0.9154 0.7229 -0.9007 0.546
H -2.073362 -1.323776 0.080928 0.2104 -0.0311 -0.1596 0.085
H -3.068056 0.235530 0.484756 0.1660 -0.9269 -0.2405 0.100
H -1.444032 0.913805 2.136302 -0.7022 1.1999 1.6875 0.065
H -0.229201 -0.476529 1.661795 -2.3878 2.0318 -0.3514 0.157
H -0.988919 1.770893 -0.385323 -0.7678 -0.0778 0.0552 0.078
H 1.431136 -2.038376 -1.046445 -0.8959 1.1422 0.4272 0.075
H 4.143918 0.726983 -0.632551 0.5367 -0.1267 0.2277 -0.219
```
Positions in Å, forces in eV/Å.

## Properties
Calculated total energy: -27418.0490 eV
Energy above the lowest of the compared OMol25 structures with the same formula, charge and spin: 87.6 kcal/mol
LUMO level: 0.14 eV
Frontier orbital gap: 8.7321 eV

[7]
The following is a DFT calculation (ωB97M-V/def2-TZVPD) of one molecule with the formula C4H7NS2.

Structure (XYZ):
```
14
Properties=species:S:1:pos:R:3:forces:R:3:lowdin_charge:R:1
C 0.066909 -1.439622 -0.943443 0.2124 -0.3887 -0.1887 -0.104
C 0.832149 -0.109665 -0.699629 1.6614 -0.9598 -1.8129 -0.329
C -0.012828 1.063981 -0.531234 -0.2456 0.7703 0.9166 -0.798
C -0.554047 0.445220 1.921998 -0.7339 0.2741 1.4331 -0.686
H -0.376722 -1.317357 -1.941817 -0.0485 -0.3207 0.2630 0.074
H 0.755653 -2.329208 -0.973357 -0.5331 1.0374 0.0588 0.091
H -0.743088 -1.688900 -0.227568 0.5849 0.4360 -0.2659 0.057
H 1.460256 0.110826 -1.591005 -0.6372 -0.3738 0.1851 0.102
H 1.615928 -0.149775 0.046111 -0.3375 -0.2257 0.8578 0.087
H -1.274581 1.928493 0.715196 0.2806 -0.3768 0.5226 0.116
H -1.228602 0.951171 2.703797 0.9271 -0.6209 -1.3379 0.087
N -0.631634 1.131003 0.740389 -0.6907 1.2249 -1.3264 -0.047
S -0.177448 2.279868 -1.657018 -0.2326 -1.0986 1.2619 0.692
S 0.268055 -0.876034 2.437578 -0.2073 0.6224 -0.5669 0.658
```
Positions in Å, forces in eV/Å.

## Properties
Calculated total energy: -27421.3024 eV
Energy above the lowest of the compared OMol25 structures with the same formula, charge and spin: 12.5 kcal/mol
SMILES: CCC(=S)NC=S
LUMO level: -0.91 eV
Frontier orbital gap: 8.0714 eV

[8]
The following is a DFT calculation (ωB97M-V/def2-TZVPD) of one molecule with the formula C4H7O.

Structure (XYZ):
```
12
Properties=species:S:1:pos:R:3:forces:R:3:lowdin_charge:R:1
C -2.049148 -0.318215 0.253553 -0.8721 -0.3911 -0.0901 0.031
C -0.822269 0.251045 0.221584 0.4699 0.0163 0.2351 -0.174
C 0.324682 -0.570594 0.426813 -0.9153 0.0099 0.2863 -0.101
C 1.612932 0.025536 0.552688 2.9158 1.6432 -0.0566 -0.087
H -2.982738 0.232200 0.243552 0.2109 0.2349 -0.1963 0.057
H -2.196663 -1.402581 0.328642 0.3732 0.4151 0.0795 0.070
H -0.701698 1.359447 0.080598 -0.0598 -1.2355 0.4051 0.131
H 0.242316 -1.672392 0.336948 -0.1019 0.8383 0.4515 0.123
H 2.399993 -0.622273 0.140565 -0.0788 0.2682 0.8457 0.104
H 1.649444 0.985979 -0.005729 0.0600 -0.4822 0.9191 0.109
O 2.347661 0.593041 2.056135 -1.3610 -0.6119 -1.9417 -0.287
H 2.801899 0.893606 2.869769 -0.6409 -0.7052 -0.9374 0.024
```
Positions in Å, forces in eV/Å.

## Properties
Multiplicity: 2
Calculated total energy: -6303.9758 eV
Energy above the lowest of the compared OMol25 structures with the same formula, charge and spin: 61.4 kcal/mol
LUMO level (spin up / spin down): 0.96 / -1.57 eV
⟨S²⟩: 0.781
Frontier orbital gap (spin up / spin down): 9.6317 / 7.4901 eV

[9]
The following is a DFT calculation (ωB97M-V/def2-TZVPD) of C4H7O2S as an isolated structure.

Structure (XYZ):
```
14
Properties=species:S:1:pos:R:3:forces:R:3:lowdin_charge:R:1
C -1.710258 -0.471191 -0.215910 2.2009 0.6137 0.4132 -0.632
C 0.696197 -0.378706 1.226313 -2.9763 1.7549 -0.3453 -0.139
C 0.982659 -0.077164 -1.175594 -1.8653 -2.2495 0.5044 -0.185
C 0.069104 0.279826 -0.045168 -0.8920 -1.1193 0.9742 -0.740
O -2.516784 0.437665 -0.134759 -0.9166 -0.0769 -0.0852 -0.090
O -1.761254 -1.694277 -0.304842 0.4360 0.3480 -0.1175 -0.039
S -0.198273 2.069449 0.019844 2.4109 0.2384 -0.0400 0.702
H 1.719087 -0.335429 1.384317 2.2874 0.9477 0.0315 0.034
H 0.515289 -1.404319 1.206459 -0.7584 -1.9722 -0.2626 0.040
H 0.144813 0.024129 2.068287 0.1860 -0.0031 0.5095 0.065
H 1.960999 0.277128 -1.076512 2.0487 -0.0851 0.9232 0.038
H 0.706319 0.478534 -2.010796 -1.1065 0.2055 -2.1229 0.029
H 0.844920 -1.218786 -1.222038 0.7444 1.5959 -0.6599 0.113
H -1.452824 2.013141 0.280402 -1.7991 -0.1981 0.2774 -0.197
```
Positions in Å, forces in eV/Å.

## Properties
Calculated total energy: -19192.3999 eV
Energy above the lowest of the compared OMol25 structures with the same formula, charge and spin: 20.5 kcal/mol
Total charge: -1
LUMO level: 3.61 eV
Frontier orbital gap: 7.3709 eV

Number 1: strongest force on any atom 3.8 eV Å⁻¹. Number 2: strongest force on any atom 4.8 eV Å⁻¹. Number 3: strongest force on any atom 5.0 eV Å⁻¹. Number 4: strongest force on any atom 5.8 eV Å⁻¹. Number 5: strongest force on any atom 11.8 eV Å⁻¹. Number 6: strongest force on any atom 5.3 eV Å⁻¹. Number 7: strongest force on any atom 2.6 eV Å⁻¹. Number 8: strongest force on any atom 3.3 eV Å⁻¹. Number 9: strongest force on any atom 3.5 eV Å⁻¹.